Formula: C37H34CrN2O6P2S2
Source: the OMol25 dataset
Level of theory: ωB97M-V with the def2-TZVPD basis set

Frontier orbital gap (alpha / beta), eV: 6.24 / 6.76
Calculated total energy, eV: -122850.2210
<S²>: 1.190
Largest force on an atom, eV/Å: 1.4
Multiplicity: 2
Net charge: +1

Each line ends with the Mulliken charge.
Geometry (Å):
Cr (-0.02, 0.79, 0.84)  0.115
S (-0.17, 0.23, -1.62)  -0.576
S (2.49, 0.66, 0.33)  -0.652
P (1.75, 0.83, -1.52)  1.838
P (-0.15, -1.80, 1.01)  3.615
O (-1.44, -0.61, 1.38)  -0.003
O (2.58, -0.04, -2.57)  -0.372
O (0.45, 0.36, 2.52)  -0.318
O (0.50, 2.47, 0.41)  -0.607
O (-0.97, 0.66, 4.22)  -0.592
O (1.88, 2.33, -2.03)  0.058
N (-1.60, 3.18, 0.10)  -1.292
N (-1.81, 1.85, 0.31)  0.966
C (-5.63, -1.17, 0.80)  -0.663
C (-1.14, -3.91, -0.57)  -0.432
C (1.53, 5.02, 0.43)  -0.119
C (0.44, -4.22, 4.22)  -0.751
C (-0.27, -0.06, 3.56)  0.215
C (-4.00, -3.04, 0.31)  -0.172
C (4.59, 1.12, -3.38)  -1.253
C (1.43, 2.69, -3.37)  -0.291
C (-3.06, -3.51, -1.98)  -1.191
C (-0.35, 3.46, 0.25)  0.344
C (-2.01, -4.29, -1.64)  -1.342
C (0.29, -3.36, 5.31)  -0.661
C (4.03, -0.03, -2.57)  -0.303
C (3.71, -3.53, -0.85)  -0.664
C (2.61, -3.31, -1.66)  -1.114
C (-0.69, 5.91, 0.10)  -0.308
C (-5.20, -2.45, 0.90)  -1.232
C (0.01, -2.02, 5.11)  -0.799
C (-0.08, -1.53, 3.82)  0.593
C (1.46, -2.75, -1.14)  -0.201
C (-3.03, 1.47, 0.16)  -0.830
C (0.06, -2.38, 2.72)  -0.291
C (0.31, -3.73, 2.93)  -0.159
C (-2.74, -2.23, 0.20)  0.960
C (-4.91, -0.01, 0.35)  -1.056
C (1.18, 7.39, 0.37)  -0.349
C (-3.59, -2.53, -1.07)  -0.251
C (-1.41, -2.81, 0.20)  -0.362
C (0.17, 4.82, 0.24)  0.459
C (1.40, -2.44, 0.22)  0.274
C (-2.77, -0.94, 1.02)  0.163
C (2.52, -2.63, 1.03)  -1.099
C (3.67, -3.18, 0.49)  -0.936
C (0.57, 3.93, -3.32)  -1.188
C (-0.18, 7.19, 0.17)  -0.780
C (2.04, 6.31, 0.50)  -1.021
C (-3.57, 0.18, 0.43)  0.447
H (4.53, -3.34, 1.12)  0.457
H (2.19, 4.16, 0.52)  0.518
H (-1.75, 5.73, -0.06)  0.457
H (0.66, -5.26, 4.38)  0.467
H (-5.88, -3.16, 1.36)  0.450
H (-0.84, 8.04, 0.07)  0.420
H (0.34, 4.24, -4.34)  0.476
H (4.39, 0.00, -1.54)  0.365
H (1.10, 4.73, -2.82)  0.272
H (-0.12, -1.34, 5.94)  0.552
H (4.61, -3.96, -1.27)  0.467
H (0.61, -2.57, -1.78)  0.656
H (-3.87, -4.11, 0.46)  0.595
H (-1.69, -5.10, -2.29)  0.478
H (-0.36, 3.74, -2.79)  0.190
H (0.89, 1.85, -3.81)  0.458
H (-0.19, -4.40, -0.49)  0.784
H (4.31, -0.99, -3.01)  0.341
H (1.57, 8.40, 0.44)  0.415
H (5.68, 1.04, -3.42)  0.457
H (-3.52, -3.61, -2.95)  0.503
H (-6.65, -0.97, 1.11)  0.452
H (4.20, 1.09, -4.40)  0.302
H (-3.73, 2.24, -0.15)  0.389
H (4.33, 2.08, -2.93)  0.194
H (-4.23, -1.76, -1.48)  0.516
H (-5.51, 0.83, 0.03)  0.494
H (3.09, 6.47, 0.66)  0.426
H (-3.26, -1.19, 1.97)  0.427
H (0.40, -4.40, 2.08)  0.419
H (2.64, -3.56, -2.72)  0.494
H (2.49, -2.35, 2.07)  0.589
H (2.33, 2.87, -3.96)  0.270
H (0.39, -3.75, 6.31)  0.432